{
  "formula": "C7H10O3",
  "method": "wB97M-V/def2-TZVPD",
  "species": ["C", "C", "C", "C", "C", "O", "C", "C", "O", "H", "H", "H", "H", "H", "H", "H", "H", "O", "H", "H"],
  "xyz": [[-0.58020, 0.33472, -2.91274], [-0.67658, 0.08858, -1.73075], [-0.78169, -0.21061, -0.32059], [0.38442, -0.88330, 0.31382], [1.42950, -1.60416, -0.41234], [1.71261, -0.29100, 0.06624], [-2.18410, -0.43176, 0.23505], [-1.51844, 0.83235, 0.61784], [-1.82487, 2.05067, 0.08081], [-0.43965, 0.47486, -3.96969], [0.22208, -1.15725, 1.36154], [1.97331, -2.39757, 0.10719], [1.34420, -1.68196, -1.49949], [-2.28134, -1.21413, 0.98944], [-3.00517, -0.33491, -0.47592], [-1.13478, 0.88206, 1.64425], [-0.98745, 2.62545, 0.06798], [2.53319, 1.24562, 2.09899], [2.37126, 0.56729, 1.36506], [3.44369, 1.10503, 2.37329]],
  "de_lowest_kcal_mol": 92.6,
  "molar_mass_da": 142.15,
  "lumo_ev": 0.80,
  "smiles": "C#C[C@]1([C@H]2CO2)C[C@@H]1O.O",
  "gap_ev": 9.93,
  "homo_energy_ha": -0.3354
}

{
  "formula": "C36H45HfN5O10",
  "method": "wB97M-V/def2-TZVPD",
  "species": ["Hf", "C", "C", "C", "C", "C", "C", "N", "O", "C", "C", "C", "H", "H", "H", "H", "H", "H", "H", "H", "H", "H", "H", "H", "H", "H", "H", "H", "H", "H", "C", "C", "C", "O", "H", "H", "H", "H", "H", "H", "H", "C", "C", "C", "C", "C", "C", "N", "O", "O", "H", "H", "H", "H", "H", "C", "C", "C", "C", "C", "C", "N", "O", "O", "H", "H", "H", "H", "H", "C", "C", "C", "C", "C", "C", "N", "O", "O", "H", "H", "H", "H", "H", "C", "C", "C", "C", "C", "C", "N", "O", "O", "H", "H", "H", "H", "H"],
  "xyz": [[2.26189, -0.64049, -1.06531], [3.52903, 4.09412, 1.05013], [4.36284, 2.85374, 1.50308], [5.09549, 3.35770, 2.72276], [4.23973, 3.51795, 3.94747], [3.60373, 2.07287, 4.17730], [2.87978, 1.39449, 2.96798], [3.68972, 1.53799, 1.74388], [2.94044, 1.03339, 0.59428], [1.46223, 2.01097, 2.81546], [2.71198, -0.10681, 3.42936], [5.55857, 2.68897, 0.48422], [4.05515, 4.87601, 0.50245], [2.84308, 4.55942, 1.75800], [2.87129, 3.85772, 0.21372], [5.52409, 4.35002, 2.58236], [5.89436, 2.65563, 2.96149], [3.40716, 4.21719, 3.87012], [4.87026, 3.75340, 4.80485], [3.08681, 2.33638, 5.10004], [4.48529, 1.47143, 4.39919], [0.82514, 1.34200, 2.23692], [1.46291, 3.00894, 2.37710], [0.93830, 2.25798, 3.73881], [3.75670, -0.40535, 3.51611], [2.39148, -0.91021, 2.76608], [2.29903, -0.20935, 4.43288], [6.21409, 1.97593, 0.98418], [6.16875, 3.58765, 0.39399], [5.36258, 2.14789, -0.44148], [-0.44789, -1.91616, 2.44442], [-0.66845, -2.03535, 0.92798], [-2.04301, -1.61193, 0.54498], [0.37291, -1.28310, 0.19197], [-1.36495, -2.04488, 3.01934], [-0.13495, -0.89538, 2.66390], [0.25366, -2.67783, 2.78469], [-0.79410, -3.10051, 0.73369], [-2.37369, -1.91416, -0.44870], [-2.15088, -0.52890, 0.48567], [-2.84047, -1.99137, 1.18387], [1.83700, -6.42295, 2.86062], [3.00547, -5.97640, 3.53621], [3.70960, -4.95177, 2.96302], [3.29273, -4.19083, 1.82491], [2.14288, -4.68816, 1.21911], [1.36735, -5.75494, 1.75791], [3.95727, -2.88622, 1.47825], [3.30771, -2.18071, 0.73980], [4.94760, -2.59284, 2.03548], [1.14924, -7.14750, 3.27101], [3.29859, -6.29849, 4.52451], [4.69996, -4.75343, 3.34544], [1.78060, -4.19677, 0.32822], [0.37514, -5.93504, 1.37128], [-5.56901, -0.01431, -0.82542], [-4.82408, 0.71686, -1.75718], [-5.58729, 1.54731, -2.65360], [-6.98760, 1.52049, -2.67049], [-7.70201, 0.79311, -1.69070], [-6.91760, 0.11329, -0.75089], [-7.71533, 2.39573, -3.60620], [-7.07131, 2.96200, -4.47299], [-8.92406, 2.68869, -3.34890], [-5.13025, -0.67469, -0.09207], [-3.76173, 0.63392, -1.93304], [-5.16537, 2.13860, -3.45283], [-8.78033, 0.81707, -1.63546], [-7.50351, -0.45305, -0.04211], [-2.55670, -4.80581, -4.42424], [-1.17450, -4.62055, -4.39801], [-0.60557, -3.54902, -3.82207], [-1.41046, -2.44790, -3.53144], [-2.81689, -2.62228, -3.66291], [-3.42106, -3.77799, -4.13281], [-0.78502, -1.16663, -3.12874], [-1.51173, -0.16837, -3.13182], [0.38252, -1.16628, -2.73984], [-2.99385, -5.72126, -4.79472], [-0.53883, -5.40506, -4.78124], [0.44267, -3.61246, -3.56991], [-3.46037, -1.77400, -3.48200], [-4.49013, -3.90679, -4.21583], [-2.25400, 4.67096, -3.54867], [-2.75121, 4.52397, -2.23265], [-2.01642, 3.72795, -1.37600], [-0.94108, 2.97397, -1.85954], [-0.50930, 3.17518, -3.14710], [-1.04312, 4.07526, -4.01820], [-0.28758, 1.89603, -1.05434], [-0.93682, 1.53685, -0.09086], [0.69792, 1.26250, -1.36673], [-2.65653, 5.45695, -4.17043], [-3.41503, 5.26760, -1.81701], [-2.44546, 3.69720, -0.38535], [0.29359, 2.56097, -3.52726], [-0.62653, 4.02234, -5.01322]],
  "molar_mass_da": 886.27,
  "spin_multiplicity": 2,
  "lumo_ev": [-4.30, -4.31],
  "gap_ev": [5.29, 5.36],
  "total_charge": 1,
  "homo_energy_ha": [-0.3524, -0.3553]
}

{
  "formula": "C14H32O14V2",
  "method": "wB97M-V/def2-TZVPD",
  "species": ["O", "V", "O", "O", "V", "O", "C", "O", "O", "O", "C", "O", "O", "O", "C", "C", "C", "O", "H", "H", "H", "H", "H", "H", "H", "H", "C", "C", "C", "O", "H", "H", "H", "H", "H", "H", "H", "H", "C", "C", "C", "O", "H", "H", "H", "H", "H", "H", "H", "H", "C", "C", "C", "O", "H", "H", "H", "H", "H", "H", "H", "H"],
  "xyz": [[0.50991, -2.42622, 3.54745], [0.80524, -1.25029, 2.44887], [-0.64536, -0.80211, 1.97956], [-1.15678, -0.44753, 0.26423], [0.17401, 0.32775, -0.11951], [0.68176, -0.49003, -1.38835], [1.96344, -1.22077, 0.79228], [0.82755, -0.77241, 0.69272], [2.94815, -0.42318, 0.74673], [2.15182, -2.09137, 1.69189], [0.67877, 1.87952, 0.88780], [1.32621, 1.47294, -0.10550], [-0.22654, 1.07394, 1.35754], [1.28483, 2.47785, 1.78845], [-3.48286, 1.67510, 1.93625], [-3.90114, 0.16183, 2.13037], [-3.46956, -0.75264, 0.93941], [-3.15364, -0.26400, 3.26004], [-2.61675, 1.64402, 1.27520], [-3.09540, 2.09091, 2.86635], [-4.26944, 2.32722, 1.55662], [-4.89958, 0.00235, 2.53753], [-4.00066, -1.70223, 1.00499], [-2.38503, -0.86125, 0.94926], [-3.65590, -0.26754, -0.01874], [-2.20734, -0.14361, 3.15222], [5.28905, 0.98968, -1.57780], [3.85995, 1.49680, -1.42753], [2.79661, 0.28541, -1.44359], [3.84588, 2.07300, -0.12806], [6.01808, 1.79366, -1.47664], [5.55462, 0.49705, -2.51315], [5.47223, 0.21521, -0.83299], [3.50118, 2.22761, -2.15231], [3.09911, -0.51576, -0.76926], [2.83416, -0.17433, -2.43118], [1.73280, 0.49788, -1.33744], [4.57841, 2.69254, -0.16216], [-2.15057, -3.03856, -0.35106], [-1.34219, -3.32572, 0.91933], [-1.91302, -2.72084, 2.15984], [-1.18275, -4.69634, 1.19085], [-2.20266, -1.96717, -0.54475], [-3.19401, -3.33653, -0.24839], [-1.70616, -3.48716, -1.23952], [-0.36482, -2.87726, 0.74122], [-2.54085, -1.84302, 2.00701], [-1.08577, -2.43788, 2.81075], [-2.71475, -3.31937, 2.59240], [-1.21658, -4.90006, 2.12837], [-0.54590, 1.85002, -3.74353], [0.25349, 1.47665, -2.42987], [1.34835, 2.59473, -2.23340], [-0.59853, 1.39159, -1.26344], [-0.61052, 2.92965, -3.87880], [-1.56974, 1.47750, -3.77666], [0.09454, 1.46867, -4.53883], [0.75728, 0.51027, -2.45092], [1.92160, 2.84630, -3.12570], [1.98626, 2.32116, -1.39296], [0.85038, 3.54431, -2.03731], [-1.04094, 2.24226, -1.21640]],
  "de_lowest_kcal_mol": 612.5,
  "molar_mass_da": 526.28,
  "lumo_ev": 4.60,
  "gap_ev": 5.52,
  "total_charge": -2,
  "homo_energy_ha": -0.0337
}

{
  "formula": "C26H23AuF3O3S3",
  "method": "wB97M-V/def2-TZVPD",
  "species": ["Au", "O", "C", "C", "C", "C", "C", "S", "C", "C", "C", "C", "S", "C", "C", "C", "C", "S", "H", "H", "H", "H", "H", "H", "H", "H", "H", "C", "O", "H", "H", "H", "C", "C", "C", "O", "H", "H", "H", "H", "H", "H", "H", "F", "C", "F", "F", "C", "C", "C", "C", "C", "C", "C", "C", "H", "H", "H", "H"],
  "xyz": [[-0.07756, -0.46196, -0.05742], [-0.51461, 0.58754, 1.62193], [-1.41191, 1.64610, 1.62287], [-1.05954, 2.59610, 0.46858], [0.21837, 3.05239, 0.30429], [0.39237, 3.85519, -0.84977], [-0.76417, 4.00271, -1.55364], [-2.05045, 3.15848, -0.81532], [-1.12595, 2.40848, 2.92269], [-0.22269, 2.06320, 3.87713], [-0.21225, 2.97001, 4.97735], [-1.10744, 3.98214, 4.82884], [-1.97262, 3.84290, 3.35414], [-2.86652, 1.18073, 1.70955], [-3.96627, 1.33341, 0.92332], [-5.11569, 0.65866, 1.42328], [-4.86334, -0.00771, 2.57991], [-3.23685, 0.17920, 3.06635], [1.00351, 2.79310, 1.00055], [1.33352, 4.29663, -1.14553], [-0.92670, 4.55120, -2.46731], [0.39509, 1.18397, 3.77267], [0.43426, 2.86968, 5.83817], [-1.30604, 4.79932, 5.50364], [-3.98856, 1.89107, 0.00278], [-6.07461, 0.65526, 0.92371], [-5.54569, -0.60340, 3.16492], [2.74088, 0.20336, 0.21327], [1.72960, -0.60787, 0.72846], [3.64032, 0.05018, 0.82251], [2.49393, 1.27445, 0.25413], [2.99342, -0.04242, -0.82899], [-2.81219, -1.49127, -2.70593], [-2.45560, -1.63578, -1.23083], [-3.67402, -2.01538, -0.39773], [-1.94365, -0.40832, -0.75494], [-3.15988, -2.43923, -3.12885], [-1.93670, -1.15294, -3.26133], [-3.60242, -0.74483, -2.82241], [-1.72242, -2.44522, -1.13792], [-4.44559, -1.25030, -0.49534], [-3.39886, -2.08207, 0.65583], [-4.08648, -2.97724, -0.71805], [3.77118, -5.50756, -7.10584], [2.76804, -4.63796, -7.36262], [1.81052, -5.33289, -8.00262], [3.26787, -3.75503, -8.25596], [2.27062, -3.96548, -6.12347], [3.16525, -3.21651, -5.36581], [2.73148, -2.56572, -4.22823], [1.39247, -2.64677, -3.82475], [0.50983, -3.41270, -4.59103], [0.94419, -4.06654, -5.73200], [0.93788, -1.96621, -2.65425], [0.54957, -1.39577, -1.66180], [4.20335, -3.14997, -5.66692], [3.42131, -1.98584, -3.63035], [-0.52233, -3.48847, -4.27595], [0.25155, -4.65838, -6.31426]],
  "de_lowest_kcal_mol": 8.2,
  "molar_mass_da": 733.63,
  "lumo_ev": 2.52,
  "gap_ev": 7.99,
  "total_charge": -1,
  "homo_energy_ha": -0.2013
}

{
  "formula": "C6H10O",
  "method": "wB97M-V/def2-TZVPD",
  "species": ["C", "C", "C", "O", "C", "C", "C", "H", "H", "H", "H", "H", "H", "H", "H", "H", "H"],
  "xyz": [[2.33804, -0.09629, -0.18739], [1.10721, 0.71123, 0.21401], [-0.05335, -0.10218, 0.77562], [-1.12247, 0.80436, 1.17703], [-2.04807, 0.07769, 0.37560], [-1.70097, 0.01571, -1.06848], [-1.02450, -0.90616, -0.09074], [2.11486, -0.78282, -1.01105], [2.72245, -0.68616, 0.65253], [3.14524, 0.56810, -0.51726], [0.76503, 1.32125, -0.63062], [1.37007, 1.42486, 1.00743], [0.30456, -0.71193, 1.61608], [-3.03496, -0.14612, 0.76680], [-2.39451, -0.44730, -1.76438], [-1.14926, 0.86536, -1.45696], [-1.33938, -1.90961, 0.14177]],
  "de_lowest_kcal_mol": 46.7,
  "molar_mass_da": 98.14,
  "lumo_ev": 1.15,
  "gap_ev": 10.18,
  "homo_energy_ha": -0.3318
}

> Number 2 is which compound?

C36H45HfN5O10